# 1
27
Properties=species:S:1:pos:R:3:forces:R:3 method="wB97M-V/def2-TZVPD" homo_lumo_gap_ev=9.63 relative_energy_ev=5.447 homo_energy_ev=-10.0 lumo_ev=-0.330
O -0.007 -1.094 -0.284 0.75 1.29 1.54
H -0.563 -1.185 -1.055 -0.26 0.69 -0.15
H 0.004 -0.145 0.066 -0.62 -2.19 -1.25
O 1.285 -0.627 3.393 -3.82 -1.09 0.23
H 2.115 -0.417 3.097 3.27 0.98 -0.44
H 1.036 -0.241 4.230 0.57 0.23 0.21
O -3.068 -3.019 -2.935 -0.21 1.57 0.39
H -3.268 -2.079 -2.691 0.04 -1.32 -0.43
H -2.194 -3.131 -2.554 0.16 -0.30 0.03
O 1.619 -0.158 -2.409 -0.03 -1.04 0.51
H 1.846 -0.798 -1.713 -0.88 -0.35 -0.16
H 2.342 0.418 -2.244 0.97 1.47 -0.43
O 0.091 1.904 1.743 -2.21 -3.07 -2.74
H 0.422 1.567 0.849 -1.04 0.99 1.53
H 0.367 1.163 2.301 -0.33 -0.09 0.34
O -3.071 2.150 -0.585 2.54 0.86 0.47
H -2.609 2.876 -0.129 0.79 -0.58 -0.18
H -3.883 2.585 -0.588 -2.95 0.44 -0.43
O 4.002 -2.826 -1.387 -2.01 -4.23 0.87
H 3.392 -2.928 -2.114 0.05 0.41 -0.35
H 4.447 -2.052 -1.397 1.96 3.85 -0.56
O -3.756 -0.183 0.170 0.55 -0.24 1.82
H -3.042 0.415 0.554 -1.52 -1.12 -1.76
H -3.777 -0.233 -0.786 0.64 0.67 0.12
O 1.863 2.991 2.041 3.52 1.62 1.48
H 2.372 2.860 2.867 -0.15 0.45 -0.60
H 2.039 2.186 1.558 0.22 0.11 -0.05

***

# 2
27
Properties=species:S:1:pos:R:3:forces:R:3 method="wB97M-V/def2-TZVPD" homo_lumo_gap_ev="10.91 / 2.99" multiplicity=2 total_charge=+1 relative_energy_ev=0.506 homo_energy_ev="-14.3 / -13.9" lumo_ev="-3.358 / -10.872" s_squared=0.7567
O -13.002 2.147 -9.153 1.14 -0.90 0.66
H -13.874 2.418 -8.867 -0.63 0.40 -0.45
H -12.517 2.966 -9.255 0.14 0.25 -0.17
O -15.665 2.072 -6.249 -0.25 -1.11 -0.42
H -14.734 2.032 -6.031 1.05 0.44 0.02
H -16.046 2.634 -5.574 -0.44 0.76 0.46
O -15.663 -0.617 -5.911 1.20 -2.02 -0.38
H -15.570 0.280 -6.233 -0.21 2.23 -0.79
H -16.487 -0.612 -5.423 -1.38 0.05 1.03
O -19.242 2.151 -6.044 0.31 0.31 -0.24
H -18.718 1.472 -5.619 -0.11 -0.34 0.14
H -19.736 2.555 -5.330 -0.31 0.03 0.14
O -16.546 4.224 -4.476 0.05 -0.45 -0.13
H -17.492 4.372 -4.465 -0.35 0.07 -0.15
H -16.202 4.823 -3.813 0.25 0.16 0.17
O -15.353 3.234 -9.170 -0.35 0.05 0.22
H -15.684 3.994 -9.647 0.01 0.17 -0.32
H -15.703 3.333 -8.285 -0.34 -0.05 0.40
O -12.719 -1.209 -5.774 0.05 -0.31 -0.42
H -13.204 -1.726 -5.131 -0.13 -0.57 0.57
H -13.151 -0.355 -5.771 -0.16 0.99 -0.10
O -12.902 1.792 -6.067 -0.42 -0.57 0.52
H -12.218 1.481 -5.474 0.38 0.26 0.38
H -12.531 1.678 -6.942 0.12 0.18 -1.07
O -17.984 0.184 -4.035 0.50 -0.17 -0.69
H -18.005 -0.426 -3.298 -0.26 -0.28 0.32
H -17.377 0.871 -3.759 0.12 0.43 0.30

***

# 3
55
Properties=species:S:1:pos:R:3:forces:R:3 method="wB97M-V/def2-TZVPD" homo_lumo_gap_ev=1.68 total_charge=+1 homo_energy_ev=-7.5 lumo_ev=-5.809
Na -0.307 3.013 -3.458 0.63 0.20 0.44
Na 1.149 4.500 1.026 -0.48 -0.56 0.03
Na 1.519 -2.714 3.286 0.86 1.25 -0.48
Na -0.693 -3.957 -1.017 0.65 1.07 -0.08
Na -4.780 -0.679 2.045 0.58 0.01 -0.24
Na -4.183 -3.213 0.189 0.42 -0.06 0.30
Na 1.779 -1.652 0.112 -0.05 0.83 -0.09
Na 4.350 0.691 0.873 -0.75 0.76 -0.27
Na -1.512 -1.055 1.559 0.50 0.72 0.83
Na -1.265 2.242 -0.121 1.05 0.89 -0.98
Na -0.515 -0.766 -1.994 0.18 0.28 -1.71
Na 1.217 1.101 2.263 0.82 1.03 0.13
Na -1.547 -4.251 2.934 -0.51 0.37 -0.58
Na -3.044 -3.151 -3.231 0.32 0.88 -0.18
Na 2.659 -0.934 -3.166 -0.59 0.64 0.19
Na -2.618 1.812 3.201 0.58 0.12 -0.80
Na -3.588 -0.112 -1.275 0.85 0.84 -0.70
Na 1.994 1.420 -1.170 -0.80 0.26 -0.30
O 2.823 -0.753 2.098 -0.02 -1.49 -0.05
H 3.698 -1.182 2.023 -0.61 0.14 0.38
O 0.480 3.607 -1.177 -0.53 -0.33 1.04
H 0.804 3.053 -0.441 0.08 0.25 -0.75
O 1.057 -2.473 -1.967 0.23 -1.26 0.79
H 1.655 -3.237 -2.087 -0.36 0.55 -0.13
O -3.249 -2.588 2.448 0.43 0.43 0.01
H -2.861 -2.199 3.256 -0.51 -0.12 -0.13
O -0.575 3.068 2.069 -1.32 -0.77 0.18
H -1.524 3.264 2.198 0.78 0.81 -0.43
O -1.946 1.198 -2.375 -0.09 -0.17 0.87
H -1.364 1.273 -3.156 -1.35 -0.46 1.08
O 0.061 -3.048 1.438 -0.08 -0.92 1.14
H 0.588 -3.847 1.634 -0.22 0.14 -0.74
O -2.306 -1.949 -0.695 -0.14 -0.82 0.65
H -2.017 -2.158 0.214 -0.49 -0.66 -1.27
O -1.073 1.642 -5.343 0.39 0.50 1.15
H -0.928 1.065 -4.568 -0.71 -0.44 -1.65
O -3.113 0.806 0.949 0.00 -0.57 0.61
H -2.294 0.798 0.416 -0.83 -0.56 0.65
O 0.177 0.212 0.162 -1.00 -0.97 0.59
H -0.455 -0.493 -0.078 0.68 0.70 0.07
O 0.994 0.846 -3.237 -0.46 -0.35 0.29
H 0.186 0.809 -3.785 1.61 -0.58 0.21
O 3.784 2.626 -2.328 -0.36 -0.66 0.45
H 3.718 1.882 -1.699 1.19 0.55 -0.59
O 3.668 -0.506 -1.068 -0.33 -0.65 0.42
H 3.827 -1.423 -0.770 0.30 0.64 -0.37
O -1.313 -1.525 -4.361 -1.23 -1.18 1.54
H -1.661 -2.426 -4.509 0.89 0.38 -0.94
O 2.011 1.928 4.335 -0.58 -0.12 -0.02
H 2.248 2.785 4.742 -0.34 -0.80 -0.33
O 2.831 2.667 0.774 -0.51 0.10 -0.09
H 2.976 3.586 0.475 0.68 -1.14 -0.23
O -0.760 -0.012 3.858 -1.07 -0.77 -0.75
H -0.775 0.851 4.273 1.12 0.64 0.41
H 0.015 -0.440 4.222 0.49 0.42 0.43

***

# 4
29
Properties=species:S:1:pos:R:3:forces:R:3 method="wB97M-V/def2-TZVPD" homo_lumo_gap_ev=10.27 total_charge=-1 relative_energy_ev=0.857 homo_energy_ev=-7.1 lumo_ev=3.125
O -2.920 1.123 -2.541 0.47 -0.33 -0.15
H -2.160 1.157 -1.906 -0.68 0.50 0.07
H -2.517 0.634 -3.268 -0.21 0.05 -0.13
O 3.326 0.982 0.368 0.48 0.36 -0.34
H 2.521 1.056 -0.274 0.34 -0.64 0.62
H 3.519 0.091 0.683 -0.39 0.07 -0.53
O -0.435 -4.021 -0.371 1.36 1.12 0.77
H 0.159 -4.276 0.357 -0.50 -0.71 -0.11
H -0.028 -3.125 -0.436 -0.75 -0.25 -0.57
O -1.215 1.426 -0.525 2.27 1.25 -1.07
H -1.871 0.578 0.583 0.14 0.37 1.44
H -1.183 2.368 -0.296 -0.78 -0.32 0.25
O -2.267 0.309 1.484 -0.23 -0.52 -1.19
H 1.428 -0.577 0.853 -0.29 -0.75 0.59
H -3.013 -0.203 1.143 -0.16 -0.04 0.53
O 2.133 2.123 2.313 -0.31 -0.74 0.26
H 2.540 1.690 1.493 0.01 1.11 0.89
H 2.219 3.074 2.341 0.22 0.04 -0.47
O 1.212 1.152 -1.024 -0.08 0.83 -0.47
H -0.071 1.438 -0.845 -0.57 -1.33 0.61
H 1.540 1.846 -1.609 -0.13 -0.27 -0.16
O 1.514 -1.253 0.159 0.00 1.15 -0.29
H 1.546 -0.546 -0.537 -0.17 -0.85 -0.27
H -1.776 -1.130 3.497 0.06 0.04 -0.63
O -1.734 -2.086 3.393 -0.05 -0.52 0.59
H -1.606 -2.284 2.462 0.00 0.50 -0.06
O -0.458 -0.427 -2.856 -0.08 -0.49 -0.05
H 0.450 -0.683 -2.664 0.09 0.22 -0.09
H -0.857 -0.438 -1.978 -0.04 0.13 -0.03

***

# 5
2
Properties=species:S:1:pos:R:3:forces:R:3 method="wB97M-V/def2-TZVPD" homo_lumo_gap_ev=9.55 relative_energy_ev=4.089 homo_energy_ev=-10.9 lumo_ev=-1.380
H 0.000 0.000 0.863 0.00 0.00 -3.77
H 0.000 0.000 -0.863 0.00 0.00 3.77

***

no.,energy (eV),molar mass (g/mol)
1,-18716.6890,162.13
2,-18709.5012,162.14
3,-116659.3048,720.95
4,-20785.6600,179.14
5,-27.5005,2.02